[1]
This record from the OMol25 dataset describes a molecular structure, C14H33AlN3 in a non-equilibrium geometry. The level of theory is the ωB97M-V functional and the def2-TZVPD basis.

Geometry as ORCA input:
```
! RIJCOSX wB97M-V def2-TZVPD def2/J DEFGRID3
* xyz -1 1
C 1.254 0.490 -2.266
H -4.502 0.822 -0.328
C -0.048 1.158 -1.671
H 2.954 2.628 -0.483
H -0.474 3.237 0.667
H 2.720 -0.422 -0.047
H 3.252 -1.457 1.771
C 3.721 -0.614 2.314
H 1.538 0.889 0.427
H -3.021 1.807 1.693
H 2.289 2.410 -2.666
H -0.669 2.770 2.434
C -1.190 2.970 1.476
C -4.337 -0.209 -0.718
Al -1.283 -0.182 -0.690
H -4.852 -1.832 0.490
H 0.896 -4.659 0.651
H -4.098 -0.625 1.267
H 4.220 1.441 1.606
C -0.150 -4.264 0.657
N -4.093 -1.163 0.406
H 0.243 2.025 -1.037
C 2.517 1.411 -2.240
H -5.235 -0.574 -1.268
H 3.273 0.941 -2.917
C -2.110 1.775 1.045
C 2.611 0.634 0.283
H -1.961 -0.153 1.703
H -0.572 -4.529 1.644
C -3.098 -0.152 -1.700
C -0.007 -2.713 0.458
H 0.655 -1.107 1.110
H 4.280 1.434 -0.870
H -2.458 2.014 0.004
C -0.591 -2.099 -0.840
H -3.126 -0.985 -2.441
H -0.633 1.566 -2.538
C 3.175 1.587 -0.821
H -3.130 0.823 -2.242
H 1.496 -0.498 -1.827
H 4.822 -0.755 2.269
H 0.139 -2.264 -1.674
C 3.328 0.783 1.676
H 2.573 1.208 2.376
H -1.802 3.896 1.640
H -1.474 -2.737 -1.109
N 0.620 -2.093 1.387
N -1.417 0.468 1.111
H 1.034 0.295 -3.346
H -0.672 -4.726 -0.201
H 3.395 -0.672 3.377
*
```

LUMO energy ... 3.20 eV
Gap between HOMO and LUMO ... 7.4693 eV
HOMO energy ... -4.267 eV
Largest force on an atom ... 1.4 eV/A

[2]
This record from the OMol25 dataset describes 2 unconnected molecules or ions with the total composition C14H33B3NO3S in a non-equilibrium geometry. The level of theory is the ωB97M-V functional and the def2-TZVPD basis.

Geometry as ORCA input:
```
! RIJCOSX wB97M-V def2-TZVPD def2/J DEFGRID3
* xyz 1 1
H 1.289 -2.182 -0.500
H 0.404 -5.982 -4.032
H -2.380 2.900 4.215
H -4.117 2.846 1.747
C -0.454 0.354 0.527
H -1.633 2.494 -0.997
H -0.887 6.073 -1.044
B 4.672 -6.042 -2.308
H 1.325 0.748 3.200
C 2.181 -2.937 -2.903
H -2.251 5.220 -0.346
H -2.856 1.124 0.771
C -0.023 -0.285 1.835
C -1.340 5.082 -0.927
C 1.189 -4.240 -2.770
S 1.493 -1.571 -1.758
C -3.080 3.106 1.493
H 0.616 4.301 -0.706
H -1.293 -0.147 0.033
O 4.288 -6.793 -1.079
H -0.232 4.440 0.803
H 2.120 -7.033 -0.137
B 2.607 -6.466 -3.324
C 0.324 0.857 2.771
H -2.516 4.627 4.579
C -2.300 1.791 1.442
H 5.482 -5.170 -2.273
H -0.100 2.986 2.554
C -2.887 3.828 3.932
H -3.195 5.101 2.252
H -0.827 -0.898 2.254
H -3.959 3.717 4.121
O 4.067 -6.321 -3.659
O 2.297 -7.612 -2.398
C -0.718 2.657 -0.418
N -0.852 1.826 0.881
B 2.852 -7.138 -1.081
H 1.299 -4.620 -1.644
H 0.066 -3.872 -2.860
H 1.748 -5.025 -4.953
H -2.275 1.311 2.424
C 0.203 2.132 1.949
H 3.287 -3.170 -2.525
H 0.105 2.212 -0.990
H 0.402 0.388 -0.156
H 0.834 -0.948 1.674
H -3.148 3.523 0.486
C -2.636 4.187 2.476
H 2.168 -2.486 -3.982
C -0.363 4.138 -0.235
H -1.586 4.445 2.351
H -0.379 0.873 3.612
H 1.144 2.348 1.431
C 1.444 -5.415 -3.889
H -1.619 4.717 -1.920
*
```

LUMO energy ... -2.28 eV
Gap between HOMO and LUMO ... 9.5252 eV
HOMO energy ... -11.806 eV
Largest force on an atom ... 5.2 eV/A

[3]
This record from the OMol25 dataset describes 6 unconnected molecules or ions with the total composition C14H33Br4NO3S3 in a non-equilibrium geometry. The level of theory is the ωB97M-V functional and the def2-TZVPD basis.

Geometry as ORCA input:
```
! RIJCOSX wB97M-V def2-TZVPD def2/J DEFGRID3
* xyz 0 1
C 3.758 2.109 -3.668
O -5.164 -3.415 -0.606
C 2.732 -0.068 -4.780
C -3.608 -1.335 0.392
H -0.350 0.883 -1.349
C 1.726 -2.323 -1.608
H 1.410 -1.642 -2.398
H 4.701 -1.755 4.812
H 1.780 -0.516 -5.063
C -3.629 4.077 2.285
H -1.151 0.388 0.137
H -6.112 2.478 3.094
Br 3.963 0.400 5.685
H 1.891 1.304 -3.205
Br 3.167 -3.903 -3.516
S -3.945 -3.100 0.273
H -3.405 -0.788 -0.528
H -4.518 -0.885 0.789
H 2.030 -4.509 -1.342
H 1.167 0.943 1.889
H -2.907 -1.058 1.179
C 4.545 -0.834 4.250
H 4.008 -1.560 2.286
H -3.904 -3.106 2.650
C 1.251 1.209 0.835
H -5.651 0.957 3.113
S -3.960 2.242 1.918
C 2.468 1.377 -4.127
C 1.825 -3.771 -2.118
H 4.011 1.957 -2.619
H 3.713 0.094 2.475
C -5.179 1.932 3.233
C -4.675 -3.306 1.905
H -1.888 1.641 -0.878
O 0.318 3.461 -0.577
C 3.631 -0.847 3.019
H 3.130 -0.703 -3.989
N 4.160 -0.236 -6.994
Br 0.371 -2.320 -0.229
H 2.169 1.788 0.743
H 4.633 2.038 -4.313
H -5.514 -2.634 2.082
H -4.332 4.563 2.961
H 5.569 -0.649 3.924
H 3.617 3.189 -3.635
C -0.944 1.242 -0.508
H -4.913 2.063 4.282
H 2.696 -2.023 -1.212
O -2.753 1.321 2.101
H -2.650 4.058 2.765
H -3.427 4.669 1.393
C 3.576 -0.162 -5.990
H -5.224 -4.247 1.895
S -0.107 2.428 0.478
H 0.943 -4.276 -2.513
H 1.922 2.119 -4.709
H 1.271 0.314 0.213
Br 1.758 -1.274 3.419
*
```

LUMO energy ... 0.12 eV
Gap between HOMO and LUMO ... 9.0477 eV
HOMO energy ... -8.927 eV
Energy relative to the best compared isomer or geometry (same formula, charge and spin) ... 47.2 kcal/mol
Largest force on an atom ... 2.4 eV/A

[4]
This record from the OMol25 dataset describes a molecular structure, C14H33Cl2N2O2P2Yb in a non-equilibrium geometry. The level of theory is the ωB97M-V functional and the def2-TZVPD basis.

Geometry as ORCA input:
```
! RIJCOSX wB97M-V def2-TZVPD def2/J DEFGRID3
* xyz 2 2
H -0.059 -3.585 0.899
H -0.656 -1.146 -5.397
H 3.250 -2.610 -1.353
N -0.042 -0.468 3.093
Yb 1.947 0.050 -0.004
C -1.868 -0.060 4.622
C -2.756 0.923 1.083
H -2.116 0.432 5.567
O -0.106 0.161 0.898
H -3.769 0.495 1.163
C 0.691 -3.464 -2.772
C -0.699 0.066 2.033
H 0.029 0.966 4.634
H 1.421 -3.040 -3.473
H 2.603 -4.227 -0.934
H 0.122 -0.750 5.109
C -1.041 -0.605 -3.458
H -0.319 -3.345 -3.189
H 2.579 3.093 -0.022
P 0.626 2.509 -1.418
Cl 3.699 1.231 1.353
H 0.032 -4.799 -0.437
C -0.200 -3.757 -0.178
C 2.286 3.234 -1.077
H 3.018 2.707 -1.706
H 1.235 -1.778 2.053
H -0.749 3.131 -3.315
H 2.768 -2.972 0.341
H 0.897 -4.530 -2.608
H 1.671 -1.427 3.762
H -1.250 -3.543 -0.432
H -1.857 0.216 -5.175
H -3.636 0.259 3.419
C 2.531 -3.154 -0.721
H 0.393 4.447 -2.854
H -0.092 3.391 0.730
H 1.983 -0.174 2.521
H -2.213 -1.095 4.690
H -2.863 2.022 1.087
C 1.290 -0.989 2.832
H -2.720 1.714 3.749
H -1.444 3.233 -0.429
C 0.280 3.362 -3.002
H 0.984 3.011 -3.770
C -2.612 0.642 3.518
C -0.396 3.547 -0.314
P 0.824 -2.596 -1.160
Cl 1.491 -0.108 -2.712
C -0.921 -0.246 -4.814
C -0.370 -0.044 4.435
H -2.270 0.595 0.156
H -0.069 0.452 -4.887
H -0.296 4.604 -0.592
O -1.567 -0.768 -2.426
N -1.967 0.486 2.221
H 2.275 4.299 -1.337
*
```

LUMO energy (alpha / beta) ... -7.39 / -7.53 eV
Gap between HOMO and LUMO (alpha / beta) ... 6.8253 / 6.6928 eV
HOMO energy (alpha / beta) ... -14.217 / -14.223 eV
⟨S²⟩ ... 0.751
Largest force on an atom ... 6.5 eV/A

[5]
This record from the OMol25 dataset describes a molecular structure, C14H33FeN2O7P in a non-equilibrium geometry. The level of theory is the ωB97M-V functional and the def2-TZVPD basis.

Geometry as ORCA input:
```
! RIJCOSX wB97M-V def2-TZVPD def2/J DEFGRID3
* xyz -2 5
H -0.591 2.550 2.580
H -1.013 -4.236 -0.571
C 1.583 0.780 -3.536
C -3.331 -0.562 0.779
H -2.062 -1.059 -2.391
O 1.288 1.798 2.929
H -3.151 1.250 -1.032
C 0.818 -2.596 0.639
H 1.220 3.910 1.205
Fe 1.635 0.729 0.888
H 1.508 3.304 -2.257
H -1.841 1.573 0.061
N 1.647 0.051 -1.215
H 0.060 4.194 -0.124
C -1.429 -2.849 1.703
H -3.238 -3.169 -0.541
O 1.403 2.597 -0.309
C -2.498 -2.847 -1.287
H 1.255 -2.033 1.465
H 2.069 -0.815 -1.529
H -2.726 -3.376 -2.217
C -2.638 -1.344 -1.501
O 5.186 0.586 2.466
O 4.653 -0.897 0.484
H -3.099 0.125 1.594
H 0.352 3.466 3.808
H 1.736 4.632 -0.345
H -2.370 -3.341 1.446
H -3.673 -1.096 -1.775
H -0.420 -2.880 -1.582
H -3.554 -1.556 1.156
H -4.284 -0.234 0.336
H 0.118 2.314 -1.863
N -0.931 -0.950 0.166
H -1.460 1.082 -1.600
O -0.341 -0.084 1.088
O 3.487 1.440 0.921
H 0.554 0.410 -3.549
H -0.852 -3.576 2.293
C 1.197 2.408 -1.706
P 4.086 0.059 1.525
H 1.860 1.693 3.695
H 2.223 -0.034 -3.889
C 1.985 1.172 -2.096
C -2.217 -0.513 -0.281
H -1.597 -2.055 2.434
C 0.146 2.476 3.380
C 1.089 3.877 0.127
C -2.136 0.926 -0.769
H 0.636 -0.130 -1.280
C -0.664 -2.343 0.457
C -1.102 -3.163 -0.769
H 1.007 -3.669 0.731
H 1.338 -2.300 -0.272
H 1.663 1.583 -4.281
H -0.369 1.881 4.154
O 2.739 -0.541 2.090
H 3.051 1.381 -2.035
*
```

LUMO energy (alpha / beta) ... 4.52 / 4.52 eV
Gap between HOMO and LUMO (alpha / beta) ... 3.7684 / 3.7813 eV
HOMO energy (alpha / beta) ... 0.755 / 0.739 eV
⟨S²⟩ ... 6.012
Energy relative to the best compared isomer or geometry (same formula, charge and spin) ... 0.0 kcal/mol
Largest force on an atom ... 2.4 eV/A

[6]
This record from the OMol25 dataset describes a molecular structure, C14H33HgN3OSiV in a non-equilibrium geometry. The level of theory is the ωB97M-V functional and the def2-TZVPD basis.

Geometry as ORCA input:
```
! RIJCOSX wB97M-V def2-TZVPD def2/J DEFGRID3
* xyz 2 2
C -3.278 2.045 -2.024
N -1.102 0.405 -0.935
H -1.865 -3.731 1.868
C -0.334 -2.907 0.579
H 1.291 -1.607 2.540
C -0.501 0.309 -2.114
N 0.536 -1.715 0.536
H 4.382 2.875 0.431
C 2.049 3.141 -0.980
C -1.240 -2.916 -0.647
N 1.446 1.117 0.258
H 1.071 -4.326 1.498
V 0.641 -0.264 -0.583
H -4.829 0.103 0.131
H -2.126 1.802 1.829
C 3.514 2.371 0.876
H -3.424 2.792 1.130
C 2.584 1.911 -0.246
H -1.798 -1.954 1.890
O -0.868 0.676 -3.268
C -3.829 -0.304 -0.087
H 1.467 3.781 -0.303
H -3.493 -0.862 0.798
H -0.560 -2.900 2.746
H 2.240 -2.624 1.439
C 1.639 -1.704 1.498
H 4.183 1.635 -1.646
H -1.738 3.100 0.668
Si -2.725 1.131 -0.507
H -2.605 2.880 -2.264
C 0.481 -4.205 0.582
Hg 1.015 -0.277 -4.234
H 0.030 0.855 1.820
H 0.340 2.555 1.403
H 2.757 0.638 -2.033
C 0.808 1.562 1.501
C -2.460 2.307 0.913
C -1.188 -2.867 1.847
H 1.406 2.857 -1.825
H 2.307 -0.858 1.291
H -3.934 -1.003 -0.929
C 3.375 1.035 -1.209
H 3.880 1.517 1.461
H -1.849 -3.829 -0.623
H 1.543 1.618 2.320
H -3.341 1.391 -2.905
H -4.279 2.463 -1.832
H -0.647 -2.934 -1.573
H -0.201 -5.063 0.517
H 3.024 3.085 1.550
H -1.921 -2.055 -0.669
H 1.153 -4.246 -0.283
H 2.892 3.726 -1.371
H 3.828 0.188 -0.675
*
```

LUMO energy (alpha / beta) ... -8.48 / -10.10 eV
Gap between HOMO and LUMO (alpha / beta) ... 7.5197 / 5.8391 eV
HOMO energy (alpha / beta) ... -16.002 / -15.936 eV
⟨S²⟩ ... 0.765
Energy relative to the best compared isomer or geometry (same formula, charge and spin) ... 3.0 kcal/mol
Largest force on an atom ... 2.8 eV/A

> Which of these has the highest largest force on an atom?

C14H33Cl2N2O2P2Yb

> Which of these has the highest largest force on an atom?

C14H33Cl2N2O2P2Yb